{"formula": "C21H43F7N4O19PS3", "method": "wB97M-V/def2-TZVPD", "elements": ["P", "F", "F", "F", "F", "F", "F", "C", "C", "O", "N", "C", "H", "H", "H", "H", "H", "H", "H", "C", "C", "O", "N", "C", "H", "H", "H", "H", "H", "H", "H", "C", "C", "O", "N", "C", "H", "H", "H", "H", "H", "H", "H", "C", "C", "O", "N", "C", "H", "H", "H", "H", "H", "H", "H", "C", "C", "O", "C", "O", "O", "F", "H", "H", "H", "C", "C", "O", "S", "O", "O", "O", "H", "H", "H", "H", "C", "C", "O", "S", "O", "O", "O", "H", "H", "H", "H", "C", "C", "O", "S", "O", "O", "O", "H", "H", "H", "H"], "positions_angstrom": [[-7.814381, -15.407699, 19.348248], [-8.817780, -16.586565, 19.798691], [-6.945201, -15.619180, 20.717586], [-6.889093, -16.563794, 18.616157], [-6.784972, -14.276320, 18.831423], [-8.636884, -15.252367, 17.973055], [-8.664130, -14.338201, 20.243383], [-3.359914, -15.687220, 19.363161], [-3.303915, -14.444737, 20.222828], [-2.266963, -13.778581, 20.265616], [-4.412832, -14.124532, 20.880762], [-4.662937, -13.004857, 21.767926], [-3.214938, -16.498909, 20.077860], [-2.509866, -15.624841, 18.682580], [-4.155908, -15.875942, 18.641863], [-5.197802, -14.698981, 20.609972], [-5.615118, -13.120881, 22.276497], [-4.709456, -12.051289, 21.238569], [-3.812551, -12.994512, 22.448382], [-12.570974, -16.757884, 24.540095], [-11.533040, -15.836309, 23.939051], [-11.843670, -14.702929, 23.621279], [-10.350680, -16.424531, 23.693219], [-9.325214, -15.730297, 22.882351], [-13.445824, -16.752920, 23.895946], [-12.883720, -16.261880, 25.467196], [-12.180385, -17.713790, 24.882584], [-10.020655, -17.301654, 24.050834], [-8.464095, -16.389926, 22.840737], [-8.996432, -14.778245, 23.301090], [-9.837403, -15.533940, 21.945966], [-12.527238, -16.089064, 20.307712], [-13.455869, -14.937505, 20.053783], [-14.665951, -15.130141, 20.061607], [-12.953332, -13.678453, 19.905955], [-13.754856, -12.542883, 19.493439], [-12.857423, -16.831525, 19.581051], [-12.604328, -16.422840, 21.338800], [-11.479559, -15.867090, 20.084260], [-11.951580, -13.607033, 19.983001], [-14.264598, -12.226662, 20.417140], [-14.486571, -12.778884, 18.729704], [-13.247057, -11.589840, 19.347650], [-10.085981, -20.054987, 21.112454], [-11.068130, -20.145262, 22.279742], [-10.699873, -20.426019, 23.407641], [-12.302857, -19.687626, 21.964760], [-13.452564, -19.837197, 22.828786], [-9.133629, -20.292982, 21.593146], [-9.929920, -19.014486, 20.822813], [-10.342373, -20.786629, 20.352298], [-12.459561, -19.611828, 20.971852], [-13.119323, -20.242505, 23.783408], [-14.184818, -20.579817, 22.499031], [-13.910008, -18.851806, 22.899153], [-11.297642, -14.758290, 16.704924], [-12.255844, -14.345360, 15.572876], [-13.314636, -15.230637, 15.697890], [-12.881078, -16.368381, 16.305398], [-13.459986, -17.402396, 16.256127], [-11.735251, -16.108671, 16.945690], [-11.647584, -14.416584, 14.361556], [-11.410489, -14.267875, 17.675889], [-10.233696, -14.601526, 16.546170], [-12.609705, -13.325974, 15.689273], [-6.405082, -19.170742, 21.058613], [-5.210684, -18.399421, 20.432757], [-4.125940, -18.598061, 21.317102], [-4.473865, -19.698901, 22.449286], [-3.912407, -19.312347, 23.713751], [-4.266804, -21.022436, 21.937861], [-6.039445, -19.323144, 22.437804], [-6.471928, -20.155609, 20.592044], [-7.374629, -18.684896, 21.058305], [-5.503105, -17.372480, 20.250294], [-5.016477, -18.832920, 19.450203], [-8.380221, -19.485682, 16.230162], [-9.124337, -18.623432, 17.217133], [-10.484793, -19.022258, 17.092949], [-10.611341, -20.575288, 16.753487], [-11.581381, -20.748103, 15.737278], [-10.663824, -21.341806, 17.965514], [-9.115219, -20.718752, 16.161057], [-7.363002, -19.739502, 16.519694], [-8.339471, -18.946199, 15.283409], [-9.117887, -17.625696, 16.773643], [-8.818150, -18.540080, 18.258095], [-9.506090, -11.316598, 19.128908], [-8.622881, -11.610797, 17.913596], [-8.913280, -10.516933, 17.059316], [-10.558106, -10.365981, 17.047365], [-11.112691, -11.293683, 16.109878], [-10.860576, -8.969621, 16.965573], [-10.760346, -10.996761, 18.509148], [-9.149837, -10.464057, 19.709685], [-9.596117, -12.147439, 19.825456], [-8.866127, -12.618283, 17.579580], [-7.604255, -11.461939, 18.264326]], "forces_ev_per_angstrom": [[0.9, -1.0, 0.4], [-0.3, 0.0, 0.2], [0.4, -0.3, -0.2], [-0.1, 0.3, 0.2], [-0.3, 0.1, 0.4], [-0.5, 0.6, 0.4], [-0.3, 0.2, -1.5], [0.9, -0.2, -0.4], [1.2, 1.4, -0.9], [-0.4, -0.3, 0.3], [-1.8, -0.7, -0.1], [0.9, -0.1, -0.4], [-0.1, -0.4, -0.4], [0.4, -0.1, 0.5], [-0.8, 0.3, 0.8], [-0.2, 0.2, 0.3], [0.1, -0.3, 0.1], [0.2, 0.0, -0.1], [-0.3, 0.4, 0.3], [0.2, 0.9, 1.4], [-0.9, -1.3, 0.1], [0.6, 0.3, -0.3], [1.8, 1.1, -0.5], [-1.0, -0.1, 0.6], [0.1, -0.4, -0.1], [-0.2, 0.0, -0.1], [-0.2, -0.3, -0.6], [-0.8, -0.3, 0.3], [0.0, 0.0, -0.5], [-0.2, 0.0, 0.2], [0.7, 0.0, -0.4], [0.6, 0.4, -0.7], [-1.3, 0.6, 0.8], [0.2, 0.1, -0.4], [1.2, -0.5, -0.9], [-0.7, 0.6, 2.2], [0.1, -0.4, 0.3], [-0.2, -0.1, 0.0], [0.0, 0.0, 0.1], [-0.1, 0.2, -0.1], [-0.8, -0.3, -0.3], [0.1, -0.1, -0.1], [0.9, -0.6, -0.9], [0.7, -0.3, 1.6], [0.7, 1.2, -0.1], [-0.4, -0.3, 0.1], [-0.3, -0.9, -0.4], [0.0, -0.1, 0.2], [0.0, -0.5, -0.3], [-0.6, -0.1, -0.6], [0.1, 0.4, -0.4], [-0.2, 0.1, 0.0], [0.2, 0.6, 0.1], [0.1, 0.2, -0.5], [-0.3, -0.2, 0.5], [-0.7, 0.0, 0.6], [0.4, 1.4, 1.7], [-0.1, 0.1, -0.8], [-0.1, -0.2, -0.1], [0.2, 0.1, 0.3], [1.1, -0.6, 0.0], [0.1, -0.5, -0.5], [-0.7, 0.5, -0.3], [0.0, -0.9, -0.8], [-0.2, 0.0, -0.1], [0.3, -0.3, -0.1], [-1.7, -0.6, -0.8], [0.8, -0.2, 0.7], [-0.3, 0.7, 0.6], [-0.5, -0.3, -1.5], [-0.1, 0.8, 0.1], [0.6, -0.7, 0.4], [-0.2, 0.0, 0.1], [0.2, 0.3, -0.2], [0.6, 0.3, 0.6], [0.4, -0.1, 0.1], [0.4, -0.5, 0.3], [-0.2, 1.7, -0.4], [-0.7, -0.7, 0.0], [0.9, 0.3, 0.7], [0.1, -0.1, 0.1], [-0.1, 0.3, -0.7], [-0.4, -0.1, -0.3], [0.0, 0.0, 0.1], [-0.2, -0.5, -0.3], [0.1, 0.2, 0.6], [0.1, -0.5, -0.1], [0.5, 0.0, 0.0], [0.4, 0.4, 2.4], [-1.8, 0.0, -0.7], [1.4, -0.1, -0.2], [0.0, 0.4, 0.4], [0.1, -1.1, 0.3], [-0.8, 0.5, -0.2], [0.0, 0.2, -0.2], [-0.4, -0.2, -0.3], [0.3, 0.2, -0.7], [0.2, -0.5, -0.5]], "relative_energy_ev": 0.0000, "orbital_gap_ev": 9.56, "e_homo_ev": -7.51, "total_charge": -1, "multiplicity": 1}